Entry 1:
39
Properties=species:S:1:pos:R:3 method="wB97M-V/def2-TZVPD" e_lumo_ev=-0.311 homo_energy_ev=-10.7401
O 3.64992 -2.26662 1.17781
O 2.68366 1.44534 0.96079
O -0.36711 2.73817 1.41066
O -0.51280 1.93426 -2.13566
O -1.03587 -4.53919 1.04616
O 0.99682 -0.07464 2.39575
O -2.27422 -0.03526 -3.03689
O 2.99451 -0.32181 -1.42602
O 0.62438 -2.18722 -3.57445
O -3.29038 2.78697 -0.84823
O -0.64057 -2.14516 2.51802
O 0.23919 -0.38578 -0.34765
O -3.27777 2.50198 1.65633
H -1.22868 2.92154 1.80189
H -1.95879 -4.26357 1.01091
H -1.53339 -2.21423 2.16151
H 4.50316 -2.70459 1.27347
H 0.11614 -0.20314 2.76573
H -2.57952 3.42621 -0.72563
H 3.66555 -1.91617 0.28007
H -2.93859 1.92564 2.35042
H 0.91577 -1.43187 -3.05145
H 0.15219 1.56179 -2.72561
H 2.60324 1.89086 0.10989
H 1.57141 -0.02936 3.16827
H -2.21547 -0.47041 -2.17888
H -3.39375 1.91546 0.90033
H 0.07106 2.17742 2.06070
H -0.32233 0.37132 -0.54884
H 3.26381 0.69721 0.77989
H -2.16044 0.90004 -2.83377
H 0.15256 -0.49514 0.60604
H -0.36815 2.88563 -2.19013
H -2.83210 1.95740 -1.02369
H -0.23783 -1.91992 -3.91229
H 3.65022 -0.21919 -2.12495
H -0.59210 -3.95302 0.42290
H 2.53205 0.52374 -1.41235
H -0.62580 -2.78470 3.23896

---

Entry 2:
39
Properties=species:S:1:pos:R:3 method="wB97M-V/def2-TZVPD" e_lumo_ev=-0.592 homo_energy_ev=-10.7643
O 3.54830 -2.01720 -0.78708
O -2.26209 -0.49209 -2.47856
O 1.70702 1.89742 3.21578
O -3.32147 -1.48604 2.59638
O 1.69555 3.18994 1.10043
O -0.43620 -2.83538 -4.52142
O -2.02517 0.02001 0.05944
O -0.25344 -3.20946 -0.89307
O 0.36588 -2.73798 2.01834
O 2.73210 1.43205 -1.70487
O 0.75200 -0.73545 0.32168
O -2.31472 2.93282 -1.58882
O -0.15897 3.80333 2.31853
H 1.11432 -0.51557 -0.54398
H 1.25289 1.95469 4.06400
H 3.07782 -1.20809 -1.01724
H 2.63981 1.98285 3.44294
H 1.12304 -2.15127 2.12543
H -0.73252 -3.42428 -0.08479
H -2.76230 -2.24102 2.38115
H -0.27399 2.84685 2.34842
H -4.15020 -1.67037 2.14008
H -1.70230 -0.54571 0.76987
H -1.38856 3.12828 -1.77051
H -2.66353 -1.00936 -1.77127
H 0.22156 -3.53804 -4.47041
H -0.47138 -2.28486 -1.05616
H -1.51959 0.83442 0.16003
H -0.78320 4.09364 1.64396
H 2.83364 2.20016 -2.27818
H 0.07582 -2.91359 2.92057
H 3.24002 -2.66026 -1.43549
H 0.84457 3.59457 0.89771
H 2.48565 1.80704 -0.85185
H 1.47578 2.27607 1.31385
H -0.59226 -2.59301 -3.60170
H -1.60116 0.04655 -2.02907
H 0.71389 0.11064 0.78176
H -2.68825 3.78382 -1.33332

---

Entry 3:
39
Properties=species:S:1:pos:R:3 method="wB97M-V/def2-TZVPD" e_lumo_ev=-0.228 homo_energy_ev=-10.0621
O -1.91420 0.57433 3.72779
O -3.02291 -2.67268 -1.82201
O -2.96552 -1.38593 0.75432
O -0.04225 0.53903 -0.47086
O 1.51339 -2.78057 1.62067
O -2.28717 3.45464 -0.53619
O 2.59024 0.29421 -0.68479
O 3.25192 -1.49027 1.88539
O 1.59596 4.34072 -0.64541
O 2.63149 -3.10079 -1.94179
O 3.99540 2.42481 -0.51486
O -4.70291 1.20657 -0.33477
O -1.21450 -1.44699 -1.30368
H -0.10038 1.45390 -0.17316
H -5.15048 1.51149 0.46253
H 4.16483 -1.58860 2.17852
H -2.17816 0.23067 4.58873
H -0.99644 0.29482 3.63507
H 2.18469 -2.98942 0.96133
H -1.32527 3.39383 -0.52990
H -0.13567 0.02290 0.33776
H -3.39785 -3.48180 -2.18770
H 3.08769 -0.54232 1.94379
H 1.90199 -3.72860 -1.99348
H -3.86829 1.68865 -0.33412
H 4.39424 2.57406 -1.37952
H -2.08171 -1.00210 0.77764
H 0.83330 4.72477 -0.19838
H -2.53573 3.14891 -1.41581
H 2.26982 0.85339 -1.40147
H 4.69386 1.99952 -0.00469
H -1.28190 -1.99826 -0.51593
H 2.48576 -2.64008 -1.10782
H -3.20375 -1.36951 -0.17946
H -2.07782 -2.75411 -1.99275
H -0.35267 -1.67016 -1.67305
H 3.05093 0.90514 -0.09870
H 2.31491 4.44201 -0.01150
H 1.87248 -3.13575 2.44158

---

Gap between HOMO and LUMO, respectively: 10.4 10.2 9.8 eV.
Energy relative to the best compared isomer or geometry (same formula, charge and spin), respectively: 291.2 393.5 490.0 kJ/mol.